Entry from the OMol25 dataset: C45H50F3N6O5RbS as an isolated structure (ωB97M-V/def2-TZVPD).

Calculated values
- relative energy (zero: lowest compared OMol25 entry of this formula, charge and spin) (eV) = 0.514
- maximum force (eV/Å) = 0.20
- HOMO-LUMO gap (eV) = 6.156

Structure (ORCA input):
```
! wB97M-V def2-TZVPD RIJCOSX def2/J DEFGRID3
* xyz -2 1
Rb -0.83449 -0.32616 -0.25273
S -0.39393 -3.35904 -2.79725
F -0.03576 -5.50986 -1.27445
F 0.56851 -5.76938 -3.33471
F -1.53218 -5.75642 -2.81607
O -1.99779 1.02436 1.77836
O -0.69980 -3.23978 -4.19888
O -1.41365 -2.91945 -1.87071
O 0.96379 -2.99209 -2.41163
O -1.04881 0.92851 -2.54682
N 0.06720 2.86118 -0.22809
N 2.70327 -0.09543 -1.23460
N 2.59352 -0.67940 -2.43999
N 1.68855 -1.94352 1.02924
N 0.83445 -0.66393 3.49489
N -0.81862 -2.64459 2.21283
C -0.08124 1.34768 -4.69496
C -0.83859 4.84494 0.74746
C 3.73743 1.92298 -0.30773
C -0.43114 2.83472 2.17704
C 0.54618 2.70682 -2.62903
C -0.17506 -1.39814 4.24102
C -4.65020 4.09139 0.91304
C -4.07550 5.21745 2.95099
C -0.16100 -3.58329 1.32352
C 3.26725 -0.02295 -3.39817
C 2.64432 -1.37257 1.95785
C -3.91640 3.79661 -3.04554
C -2.89197 2.87538 -2.88180
C -3.12024 0.71562 5.80043
C 0.77264 2.00342 -5.57968
C -2.06317 0.88306 6.69332
C 3.46900 0.96634 -1.42228
C -4.84413 5.14631 1.79487
C 3.86259 1.05896 -2.77471
C -1.67001 3.91440 -4.65062
C -2.90932 3.19125 2.32181
C 2.12457 -1.32836 3.39244
C -3.11868 4.24556 3.20889
C -0.53421 -2.76202 3.63383
C -3.69389 3.11991 1.17925
C -1.74867 2.92487 -3.67243
C -0.18597 -0.50077 -6.26264
C 1.35286 -3.34304 1.22558
C -0.34668 -5.18690 -2.54180
C -0.35014 4.78792 -1.57821
C 3.29029 -0.49743 -4.80926
C -0.78040 1.90795 4.92648
C -2.69447 4.83836 -4.82146
C -2.99525 1.13935 4.49005
C -0.89478 1.47484 6.24654
C 1.11567 1.43648 -6.80347
C 0.07575 3.46916 -1.42323
C -0.81309 5.48217 -0.47762
C -3.82261 4.78733 -4.01446
C 0.62591 0.18883 -7.15913
C -1.82657 1.75050 4.02725
C -1.79892 2.12567 2.52260
C -0.61470 1.90622 -3.34087
C -0.39876 3.52381 0.83819
C -0.52792 0.07393 -5.04777
H -1.15714 6.50595 -0.57506
H -3.80001 0.98662 3.78038
H -2.60983 5.59924 -5.59055
H 0.15703 2.33658 4.59999
H -0.32025 -4.63695 1.61665
H 2.07964 -2.35084 3.78950
H 2.27963 -0.68954 -5.16986
H 0.29657 -3.46261 3.76380
H -0.19845 3.58960 2.93568
H 0.15189 -1.52920 5.27980
H -5.58867 5.90617 1.58533
H 3.71119 1.41090 0.65296
H 2.97013 2.70089 -0.28390
H 1.78303 1.96790 -7.47473
H 3.61339 -1.90487 1.96841
H 2.84445 -0.35561 1.61596
H -2.92857 2.09057 -2.13625
H -4.62173 5.50928 -4.14169
H -1.13978 -0.45101 -4.32592
H -1.80818 -2.57832 2.02968
H -0.05362 1.59234 6.92122
H -4.22372 6.03165 3.65260
H 1.84022 -3.70588 2.13700
H -0.80196 3.97092 -5.29478
H -1.37828 -3.19072 4.19264
H -0.33398 5.24424 -2.55948
H -4.79104 3.74702 -2.40663
H 1.97035 -1.72013 0.08351
H -3.51314 2.28434 0.51342
H -4.03989 0.24488 6.13094
H -1.20699 5.35055 1.63016
H 1.73071 -3.96504 0.40673
H -0.59334 -3.46163 0.32981
H 3.86925 -1.41881 -4.90653
H 0.45452 -0.54895 2.55897
H 1.26419 1.94415 -2.33336
H 0.33481 2.05702 2.21026
H -1.07269 -0.77942 4.26171
H 4.71220 2.39979 -0.42509
H 4.46763 1.82122 -3.23824
H 2.87514 -0.80687 4.00228
H 1.03529 3.41370 -3.30663
H 1.18920 2.97066 -5.32249
H 1.98502 -1.49020 -2.55210
H 3.73553 0.26225 -5.44943
H -2.52312 4.30463 4.11476
H -0.54295 -1.49742 -6.49382
H -2.15096 0.54439 7.71954
H 0.89813 -0.25280 -8.11148
H -5.24205 4.03117 0.00680
*
```

Löwdin population analysis, charges in e, atoms 1 to 99: 0.818 0.466 0.105 0.107 0.108 -0.339 -0.292 -0.355 -0.331 -0.373 0.182 0.089 0.060 -0.079 -0.035 -0.068 -0.116 -0.035 -0.029 -0.061 -0.047 -0.209 -0.083 -0.110 -0.224 -0.303 -0.221 -0.086 -0.011 -0.102 -0.068 -0.130 -0.374 -0.121 -0.010 -0.048 -0.160 -0.228 -0.054 -0.209 -0.012 -0.123 -0.091 -0.201 -0.654 -0.033 -0.013 -0.053 -0.113 -0.038 -0.109 -0.124 -0.256 -0.064 -0.124 -0.133 -0.157 -0.568 -0.553 -0.254 -0.013 0.098 0.122 0.086 0.099 0.112 0.090 0.062 0.094 0.107 0.112 0.084 0.057 0.068 0.088 0.112 0.091 0.109 0.083 0.107 0.112 0.091 0.086 0.099 0.094 0.109 0.104 0.083 0.055 0.112 0.089 0.103 0.112 0.076 0.078 0.072 0.098 0.114 0.093

Entry from the OMol25 dataset: C45H51BiF6N6O8PS5 as an isolated structure at a distorted geometry (ωB97M-V/def2-TZVPD).

Calculated values
- relative energy (zero: lowest compared OMol25 entry of this formula, charge and spin) (eV) = 0.498
- maximum force (eV/Å) = 1.39
- HOMO-LUMO gap (eV) = 6.975

Structure (ORCA input):
```
! wB97M-V def2-TZVPD RIJCOSX def2/J DEFGRID3
* xyz -1 1
Bi 0.00634 0.19474 -0.29388
S 2.72078 -2.46268 -0.94910
S -1.82549 -1.45637 3.17993
S -0.95921 -2.93601 1.19717
S -0.03577 -0.47524 -3.16931
S 0.28211 -1.09357 -6.37964
P 0.01952 -1.89369 -4.59582
F -1.99507 -5.35459 1.53461
F -3.80441 -0.02587 4.10510
F 0.15387 -5.33424 1.25421
F -4.28586 -1.15955 2.31805
F -1.16819 -4.99001 -0.43066
F -4.14248 -2.16318 4.24023
O 0.39745 -2.59504 1.50489
O 1.45104 -2.97642 -1.37926
O -1.62947 -2.36893 0.05589
O 3.72301 -2.26756 -1.99616
O -1.23937 -2.88644 -4.48655
O -1.24267 -1.41340 4.48836
O -1.50541 -0.38395 2.25767
O 1.19585 -2.90311 -4.24529
N -1.85975 -2.88737 2.51916
N 3.83372 0.72733 -3.20850
N -0.74784 2.15334 0.78954
N -2.38699 0.51452 -0.68466
N 1.67813 0.33221 1.95996
N 2.51153 -1.11919 -0.12661
C 2.04478 1.42807 4.05060
C -3.28005 -0.39890 -1.42155
C -4.27648 1.66314 -4.47297
C -1.25174 4.01159 1.96678
C 3.39605 1.32454 3.90775
C 0.75267 1.94677 -1.69274
C 3.02098 0.13577 1.84364
C 1.33367 4.22106 -3.27834
C 2.03876 2.16970 -2.19880
C -3.62124 -1.19460 3.48399
C -3.36407 -3.85946 -4.29395
C 4.84627 -0.94418 0.68249
C 3.15381 1.18741 -1.94144
C 3.93699 0.61856 2.80812
C 3.34287 -3.72008 1.48928
C 5.74731 -0.41060 1.62138
C -0.23516 2.87761 -2.05134
C -2.11401 2.27380 0.86068
C 3.94984 -4.82426 -0.56433
C -2.91795 1.35676 0.13026
C 0.03858 3.98448 -2.83749
C -0.23368 3.20695 1.44620
C 1.08154 -4.55379 -6.10692
C 4.73814 -7.15478 2.32746
C -3.03908 -1.96071 -5.90907
C -5.66512 1.63727 -4.38813
C 4.32799 -5.92917 1.54999
C 2.32382 3.31146 -2.95764
C -3.50136 1.02412 -3.51570
C 4.39608 -5.91871 0.15798
C 5.00527 -0.13378 -2.88439
C -2.45950 3.40756 1.59621
C 1.21009 0.89191 3.04835
C 2.89833 -0.00017 -4.13262
C -5.49387 0.32099 -2.38256
C 5.31917 0.36009 2.66669
C 3.48037 -0.67669 0.75095
C -2.63791 -2.55670 -4.57121
C 3.42021 -3.72681 0.10509
C 0.68690 -5.22043 -3.70103
C -6.27197 0.97036 -3.33532
C 1.41351 -4.27807 -4.64875
C -4.10546 0.32695 -2.46682
C -0.98777 -4.77112 0.86858
C 3.81047 -4.81546 2.20100
H 3.34114 3.50394 -3.30109
H -1.12524 4.91561 2.54501
H -5.97270 -0.20339 -1.56086
H -0.37696 -5.26715 -3.94456
H 3.90908 -7.86707 2.35676
H 5.21181 -1.56991 -0.12077
H 2.00083 0.58599 -4.30024
H -3.78728 2.17727 -5.29330
H 3.92584 1.62619 -1.30734
H 5.60404 -0.27618 -3.78190
H 2.77016 0.29186 -1.46111
H -4.00446 1.41451 0.23489
H 3.99934 -4.80382 -1.64777
H -0.75905 4.67522 -3.09145
H 3.74665 -4.80514 3.28393
H -2.42035 1.04515 -3.58894
H -2.57587 -0.98724 -6.05709
H 1.60120 1.92247 4.90390
H 5.58898 -7.65570 1.86232
H 0.83618 3.35732 1.51305
H 1.61762 -3.87125 -6.76437
H 0.13117 0.94236 3.13843
H 4.07004 1.75774 4.63901
H 0.01493 -4.41286 -6.28675
H 2.48912 -4.39758 -4.50535
H -1.25437 2.72375 -1.71471
H -7.35230 0.95431 -3.25470
H 5.60107 0.33255 -2.10242
H 4.62145 -1.08784 -2.53194
H 3.40834 -0.19091 -5.07523
H 4.14585 1.56255 -3.69156
H 0.77764 -4.84215 -2.68333
H -2.72602 -2.61121 -6.72925
H -4.44332 -3.68995 -4.26245
H -2.87340 -1.83676 -3.78608
H 2.88824 -2.88439 2.00256
H 1.56624 5.10004 -3.86814
H 1.34894 -5.58647 -6.34536
H 1.11747 -6.22367 -3.76096
H -3.03966 -4.27193 -3.33619
H 4.78894 -6.78498 -0.36394
H -4.12680 -1.84208 -5.93585
H 2.61674 -0.94066 -3.66448
H -3.46313 3.74955 1.81270
H -3.13969 -4.58006 -5.08510
H 4.99934 -6.90298 3.35608
H -3.94819 -0.90515 -0.72122
H 6.01597 0.75740 3.39540
H -6.26736 2.13810 -5.13717
H 6.80545 -0.62405 1.51295
H -2.64645 -1.15527 -1.87596
*
```

Löwdin population analysis, charges in e, atoms 1 to 99: 1.818 0.590 0.579 0.576 0.337 0.201 -0.105 0.118 0.129 0.141 0.116 0.138 0.131 -0.316 -0.312 -0.345 -0.360 -0.311 -0.271 -0.376 -0.336 -0.286 -0.148 -0.123 -0.090 0.063 -0.228 -0.036 -0.188 -0.079 -0.098 -0.019 -0.329 -0.156 -0.092 -0.268 -0.673 -0.042 -0.042 -0.100 -0.162 -0.046 -0.086 -0.140 -0.360 -0.052 -0.104 -0.079 -0.185 -0.076 -0.058 -0.076 -0.104 -0.277 -0.065 -0.043 -0.042 -0.012 -0.051 -0.136 -0.056 -0.050 -0.063 -0.309 -0.461 -0.256 -0.043 -0.097 -0.426 -0.214 -0.654 -0.029 0.105 0.081 0.108 0.072 0.082 0.101 0.037 0.104 0.139 0.101 0.065 0.147 0.112 0.102 0.115 0.072 0.036 0.106 0.072 0.106 0.059 0.091 0.112 0.068 0.136 0.081 0.095

Entry from the OMol25 dataset: C45H51N4O2SSi2Ti as an isolated structure at a distorted geometry (ωB97M-V/def2-TZVPD).

Calculated values
- relative energy (zero: lowest compared OMol25 entry of this formula, charge and spin) (eV) = 1.249
- maximum force (eV/Å) = 1.14
- HOMO-LUMO gap (eV) = 6.885

Structure (ORCA input):
```
! wB97M-V def2-TZVPD RIJCOSX def2/J DEFGRID3
* xyz 1 1
Ti -1.35735 -0.12250 0.23523
S 0.79906 1.30203 -0.18464
Si 1.04802 4.22032 -0.62571
Si 1.03376 2.88555 2.62773
O -2.16040 -2.08058 -4.54344
O -2.97236 -0.78858 0.47399
N 3.30350 1.80360 0.60362
N -1.79507 1.84746 0.97052
N -1.04701 -0.09758 -2.94720
N 2.85014 -0.27963 -0.43758
C 2.40404 1.79146 3.27117
C -5.40943 -0.99271 -2.84864
C -0.99942 -2.37923 -3.91278
C -2.62701 -4.60317 1.80967
C 1.42889 4.64984 3.06872
C -5.87184 -1.49486 -1.63728
C 2.69737 -2.60913 2.87029
C -3.79787 -0.92260 -0.62792
C -0.44595 2.32483 3.63728
C -0.32033 -1.78231 0.84104
C -2.97629 -5.14654 0.57835
C 4.60036 1.48527 0.70331
C 0.81668 -1.60825 -2.54349
C 5.05854 0.25455 0.25001
C -1.60987 4.21660 1.04242
C 2.52607 0.90078 0.05236
C 2.65725 3.85260 -1.48716
C -3.29514 -0.45243 -1.83646
C -3.10660 1.98821 1.28827
C 0.47569 2.87481 0.70695
C 2.40807 -5.18947 1.92329
C -4.12698 -0.46895 -2.94684
C -2.95186 4.34639 1.32300
C -1.02653 2.96071 0.87314
C 1.25886 5.98065 -0.01511
C 1.56917 -4.19039 1.45792
C -3.72271 3.20246 1.45982
C 1.69794 -2.88531 1.93529
C -2.85251 -3.11688 -5.21801
C -0.42246 -1.37277 -3.12062
C -2.41944 -4.62326 -0.57648
C 0.87584 -3.82675 -3.41623
C 1.47860 -2.81994 -2.68516
C 0.87074 -1.76806 1.45454
C -0.35251 -3.60882 -4.03017
C -1.52894 -3.55860 -0.50886
C 4.13743 -0.60241 -0.32148
C 5.51800 2.49482 1.31812
C 3.38307 -4.90702 2.87145
C -1.17863 -3.00190 0.71778
C -5.06838 -1.45248 -0.50729
C -1.74130 -3.54287 1.87754
C -1.89689 0.15234 -1.79735
C -0.28811 4.14647 -1.93696
C 3.52793 -3.61089 3.34550
H 2.43612 -2.97655 -2.20794
H 4.28640 -3.38196 4.08195
H -2.02041 1.25211 -1.76444
H -3.75514 -0.08094 -3.88334
H 0.49016 6.39613 0.63082
H -6.86633 -1.91368 -1.56771
H 3.39102 2.20771 3.09188
H 6.09990 -0.01857 0.33129
H -4.77447 3.24299 1.69867
H -0.39344 3.13623 -2.34015
H -6.05383 -1.00590 -3.71718
H -3.78192 -2.67762 -5.56993
H -0.00604 4.79516 -2.76792
H -1.47136 -3.12331 2.83982
H -3.67127 -5.97365 0.52517
H 1.57455 4.70503 4.14914
H -2.67323 -5.04222 -1.54190
H -0.78968 -4.39431 -4.62518
H 2.37881 0.77014 2.89240
H -1.26604 4.47264 -1.58711
H 2.68091 2.88655 -1.99095
H 2.21384 6.09916 0.49505
H -3.07961 -3.94453 -4.54184
H -0.73521 1.29308 3.42039
H -3.66975 1.07125 1.39924
H 2.75703 4.62339 -2.25555
H -3.04523 -5.01107 2.72045
H 2.81447 -1.59556 3.23723
H -2.28154 -3.48617 -6.07268
H 2.34637 4.99489 2.59396
H -0.14353 2.35527 4.68578
H -1.32780 2.95674 3.53266
H -0.99559 5.09582 0.95068
H 0.81774 -4.42240 0.71495
H 2.29869 -6.19675 1.54525
H 4.42659 -1.57220 -0.70543
H 5.00683 3.44685 1.44229
H 0.62906 5.34210 2.81156
H 4.02950 -5.69342 3.23589
H 1.27156 -0.82595 -1.94289
H 1.34173 -0.80206 1.63028
H -0.33258 0.61901 -3.00567
H 3.51519 3.92724 -0.82523
H 1.35908 -4.78788 -3.52879
H -1.09235 -3.17306 -1.41511
H -3.38971 5.32903 1.43919
H 1.29529 6.60645 -0.90999
H 6.40288 2.63812 0.69964
H 5.85752 2.14976 2.29645
H -5.40423 -1.83060 0.44865
H 2.24331 1.74265 4.35072
*
```

Löwdin population analysis, charges in e, atoms 1 to 99: 0.973 0.996 0.498 0.552 -0.085 -0.207 0.098 -0.007 0.028 0.088 -0.155 -0.072 -0.226 -0.069 -0.154 -0.069 -0.043 -0.296 -0.152 -0.176 -0.081 -0.298 -0.044 0.021 -0.048 -0.617 -0.172 -0.161 -0.080 -0.580 -0.064 -0.025 -0.006 -0.412 -0.167 -0.013 -0.016 -0.205 -0.063 -0.198 -0.062 -0.075 -0.082 -0.087 -0.019 -0.039 -0.068 -0.017 -0.079 -0.285 -0.002 -0.044 -0.244 -0.149 -0.079 0.098 0.104 0.111 0.119 0.022 0.107 0.021 0.124 0.122 0.022 0.105 0.093 0.049 0.122 0.103 0.049 0.104 0.105 0.014 0.036 0.036 0.035 0.096 0.042 0.118 0.051 0.105 0.099 0.097 0.033 0.049 0.038 0.086 0.112 0.108 0.124 0.079 0.030 0.105 0.060 0.051 0.100 0.024 0.109